A gas-phase ion, C22H30NO3 (charge +1). Source: OMol25; level of theory: wB97M-V/def2-TZVPD.

Geometry (Å):
C (3.983, -0.919, 1.265)
H (4.374, -0.555, 0.310)
O (2.565, -0.961, 1.267)
C (1.889, 0.253, 1.426)
C (0.615, 0.177, 1.971)
C (-0.175, 1.312, 2.081)
C (0.334, 2.527, 1.633)
C (1.612, 2.604, 1.115)
C (2.404, 1.471, 1.007)
H (3.399, 1.549, 0.600)
H (2.006, 3.553, 0.787)
H (-0.273, 3.416, 1.703)
C (-1.559, 1.222, 2.644)
H (-1.597, 0.448, 3.413)
H (-1.832, 2.174, 3.099)
C (-2.590, 0.881, 1.550)
C (-2.689, 1.959, 0.508)
C (-3.478, 3.074, 0.747)
C (-3.607, 4.083, -0.190)
C (-2.955, 3.967, -1.402)
C (-2.162, 2.862, -1.667)
C (-2.003, 1.868, -0.711)
O (-1.206, 0.754, -0.877)
C (-0.434, 0.621, -2.046)
C (0.763, -0.288, -1.745)
H (1.236, 0.121, -0.851)
C (0.403, -1.752, -1.511)
H (0.227, -2.268, -2.461)
C (-0.778, -2.015, -0.586)
H (-0.702, -1.398, 0.307)
H (-1.728, -1.812, -1.072)
C (-0.603, -3.501, -0.250)
O (-0.993, -4.333, -1.315)
H (-1.952, -4.396, -1.362)
C (0.920, -3.646, -0.115)
N (1.520, -2.472, -0.812)
C (2.633, -2.838, -1.694)
H (2.278, -3.509, -2.475)
H (3.053, -1.947, -2.155)
H (3.412, -3.338, -1.122)
H (1.890, -1.832, -0.064)
H (1.223, -4.572, -0.605)
H (1.240, -3.660, 0.926)
H (-1.118, -3.783, 0.675)
H (1.457, -0.206, -2.583)
H (-1.042, 0.215, -2.866)
H (-0.032, 1.592, -2.355)
H (-1.685, 2.790, -2.631)
H (-3.062, 4.731, -2.155)
H (-4.224, 4.943, 0.019)
H (-4.005, 3.144, 1.687)
H (-2.320, -0.062, 1.077)
H (-3.563, 0.762, 2.028)
H (0.258, -0.778, 2.331)
H (4.354, -0.288, 2.072)
H (4.318, -1.943, 1.430)

## Properties
Kohn-Sham gap	8.760	eV
relative energy (zero: lowest compared OMol25 entry of this formula, charge and spin)	75.4	kJ/mol
structure (SMILES)	COc1cccc(CCc2ccccc2OCC[C@@H]2C[C@@H](O)C[N@H+]2C)c1
E_tot	-1136.5736	a.u.
E_HOMO	-10.87	eV
net charge	+1